45
Properties=species:S:1:pos:R:3 method="wB97M-V/def2-TZVPD" e_tot_ha=-1030.9869 e_above_lowest_ev=3.020 gap_ev=6.017 charge=-1 e_lumo_ha=0.0794 homo_energy_ev=-3.857
C 0.165 1.364 3.364
C 0.239 2.369 2.368
C -0.811 2.146 1.454
H 0.967 3.160 2.316
C -1.524 1.008 1.881
C -0.927 0.517 3.061
H -1.246 -0.339 3.630
H 0.823 1.267 4.210
H -1.017 2.723 0.571
H -2.350 0.555 1.356
C 2.818 -0.133 0.430
C 3.011 0.239 1.771
C 2.372 -0.723 2.590
H 3.528 1.119 2.116
C 1.781 -1.696 1.751
C 2.056 -1.320 0.414
H 1.708 -1.824 -0.472
H 3.145 0.415 -0.436
H 2.344 -0.719 3.665
H 1.241 -2.570 2.075
Sr 0.678 0.308 1.370
O -1.474 -0.437 -1.924
C -1.885 0.727 -2.635
C -2.762 -0.445 -2.548
H -2.088 1.602 -2.025
H -1.358 0.914 -3.565
H -3.590 -0.390 -1.846
H -5.111 -1.205 -3.597
C -4.268 -1.635 -4.124
C -2.973 -1.359 -3.694
C -1.899 -1.933 -4.368
H -0.894 -1.743 -4.015
C -2.118 -2.760 -5.458
H -1.276 -3.206 -5.971
C -3.411 -3.022 -5.890
H -3.580 -3.670 -6.740
C -4.487 -2.459 -5.218
H -5.498 -2.666 -5.542
C 4.833 1.956 4.267
C 3.498 2.633 4.157
O 3.296 3.725 4.857
O 2.494 2.144 3.443
H 5.626 2.634 3.890
H 4.890 0.995 3.724
H 5.032 1.731 5.336

---

49
Properties=species:S:1:pos:R:3 method="wB97M-V/def2-TZVPD" e_tot_ha=-2771.0342 e_above_lowest_ev=0.482 gap_ev=5.171 charge=0 e_lumo_ha=-0.0930 homo_energy_ev=-7.701
Cl -3.863 -1.986 -0.586
B -3.282 -0.302 -1.112
Cl -2.151 -0.472 -2.562
Cl -4.743 0.732 -1.565
O -2.559 0.338 -0.019
C -2.076 1.574 -0.235
C -1.344 2.245 0.745
C -0.808 3.544 0.569
C -0.079 4.135 1.569
C 0.138 3.466 2.771
Cl 1.057 4.215 4.026
C -0.388 2.196 2.968
C -1.117 1.595 1.978
H -2.272 2.028 -1.195
H -0.978 4.067 -0.355
H 0.333 5.122 1.446
H -0.223 1.694 3.907
H -1.540 0.616 2.114
C 5.536 -3.028 1.352
C 4.057 -3.393 1.568
C 3.247 -3.120 0.297
N 3.419 -1.724 -0.151
C 2.340 -0.801 -0.203
C 1.247 -0.974 0.552
C 2.415 0.350 -1.126
C 1.821 1.567 -0.803
C 1.878 2.633 -1.674
C 2.541 2.509 -2.877
C 3.137 1.310 -3.214
C 3.064 0.236 -2.353
C 4.825 -1.325 -0.376
C 5.672 -1.571 0.878
H 6.119 -3.198 2.269
H 5.964 -3.696 0.594
H 3.947 -4.441 1.881
H 3.651 -2.791 2.390
H 3.587 -3.770 -0.515
H 2.183 -3.341 0.431
H 0.412 -0.306 0.477
H 1.181 -1.765 1.270
H 1.307 1.672 0.136
H 1.400 3.562 -1.413
H 2.587 3.346 -3.556
H 3.658 1.212 -4.152
H 3.502 -0.707 -2.631
H 5.209 -1.909 -1.219
H 4.863 -0.270 -0.671
H 5.329 -0.898 1.674
H 6.724 -1.310 0.693

---

59
Properties=species:S:1:pos:R:3 method="wB97M-V/def2-TZVPD" e_tot_ha=-10507.2224 e_above_lowest_ev=0.000 gap_ev="3.700 / 6.241" multiplicity=6 charge=-2 e_lumo_ha="0.1489 / 0.1488" homo_energy_ev="0.352 / -2.192"
Cr -1.002 0.004 -0.736
Br 1.071 0.264 -4.016
C -0.877 0.214 -4.009
C -1.463 0.195 -5.237
C -2.898 0.242 -5.283
C -3.547 0.461 -4.081
C -2.858 0.521 -2.885
N -1.469 0.262 -2.816
C -3.523 0.906 -1.618
O -4.719 1.205 -1.597
O -2.748 0.922 -0.574
H -0.853 0.189 -6.128
H -3.429 0.186 -6.223
H -4.616 0.619 -4.025
C 0.169 3.874 4.116
C -0.902 3.605 3.077
O -0.400 3.773 1.751
P 0.380 2.597 0.957
S 0.369 2.996 -0.940
S -0.196 0.803 1.586
O 1.895 2.731 1.578
C 2.697 3.855 1.223
C 3.854 3.404 0.355
H -0.243 3.759 5.121
H 0.561 4.889 4.018
H 0.993 3.171 4.001
H -1.726 4.316 3.166
H -1.311 2.599 3.185
H 3.059 4.297 2.158
H 2.094 4.605 0.704
H 4.429 2.632 0.870
H 4.522 4.240 0.130
H 3.473 2.995 -0.580
C 4.383 -0.548 -0.080
C 3.177 -1.238 -0.647
C 3.228 -2.487 -1.257
C 2.084 -3.049 -1.787
C 0.895 -2.337 -1.688
Br -0.634 -3.078 -2.485
N 0.813 -1.169 -1.065
C 1.937 -0.628 -0.575
H 5.179 -1.261 0.134
H 4.130 -0.025 0.843
H 4.772 0.195 -0.780
H 4.166 -3.028 -1.310
H 2.084 -4.017 -2.261
H 1.826 0.329 -0.081
C -4.761 -4.306 2.033
S -3.771 -3.601 3.371
C -2.164 -3.796 2.718
C -1.669 -3.154 1.614
S -2.437 -2.035 0.577
S -0.001 -3.612 1.281
C 0.276 -4.725 2.554
S 1.725 -5.528 2.800
S -1.108 -4.929 3.521
H -5.809 -4.209 2.322
H -4.524 -5.359 1.883
H -4.583 -3.740 1.121

---

48
Properties=species:S:1:pos:R:3 method="wB97M-V/def2-TZVPD" smiles="CCOC(=O)C(C(=O)OCC)[C@H](Nc1cccc(Br)c1)c1ccccc1" e_tot_ha=-3705.0936 e_above_lowest_ev=0.000 gap_ev=8.574 charge=0 e_lumo_ha=0.0244 homo_energy_ev=-7.911
C -1.901 2.143 6.125
C -2.256 2.296 4.658
O -1.335 1.519 3.883
C -1.709 1.196 2.651
O -2.745 1.525 2.141
C -0.646 0.333 1.984
C -1.006 -1.139 2.168
O -0.311 -2.045 1.783
O -2.161 -1.287 2.794
C -2.619 -2.623 3.038
C -1.999 -3.193 4.305
C -0.523 0.707 0.487
N 0.446 -0.153 -0.153
C 0.559 -0.247 -1.517
C 0.047 0.716 -2.391
C 0.241 0.597 -3.754
C 0.944 -0.468 -4.290
C 1.449 -1.417 -3.417
Br 2.420 -2.903 -4.119
C 1.267 -1.328 -2.054
C -0.097 2.161 0.411
C -1.029 3.167 0.196
C -0.629 4.491 0.157
C 0.705 4.820 0.326
C 1.640 3.819 0.536
C 1.240 2.496 0.582
H -1.983 1.102 6.426
H -2.578 2.741 6.728
H -0.882 2.476 6.299
H -2.178 3.341 4.338
H -3.272 1.945 4.449
H 0.317 0.500 2.477
H -2.366 -3.246 2.175
H -3.702 -2.533 3.131
H -2.418 -4.176 4.502
H -2.206 -2.543 5.151
H -0.923 -3.287 4.185
H -1.521 0.600 0.031
H 0.653 -1.007 0.348
H -0.495 1.563 -2.004
H -0.163 1.349 -4.415
H 1.097 -0.561 -5.353
H 1.664 -2.087 -1.397
H -2.071 2.911 0.068
H -1.361 5.267 -0.010
H 1.017 5.853 0.292
H 2.682 4.070 0.664
H 1.966 1.712 0.735

---

47
Properties=species:S:1:pos:R:3 method="wB97M-V/def2-TZVPD" smiles="CN1[C@@H](CC(=O)Nc2ccc(Cl)cc2Cl)c2ccccc2CC1(C)C" e_tot_ha=-1880.4994 gap_ev=8.779 charge=0 e_lumo_ha=0.0211 homo_energy_ev=-8.204
C 3.405 1.859 0.530
N 2.541 0.710 0.427
C 1.138 0.998 0.500
C 0.547 1.725 -0.762
C -0.912 1.998 -0.506
O -1.317 3.010 0.021
N -1.714 0.951 -0.883
C -3.047 0.729 -0.577
C -3.866 1.685 0.022
C -5.185 1.404 0.321
C -5.710 0.158 0.020
Cl -7.357 -0.202 0.389
C -4.923 -0.813 -0.581
C -3.606 -0.520 -0.873
Cl -2.628 -1.742 -1.621
C 0.373 -0.262 0.793
C -0.679 -0.296 1.695
C -1.363 -1.478 1.918
C -0.980 -2.634 1.258
C 0.079 -2.606 0.368
C 0.753 -1.420 0.123
C 1.870 -1.305 -0.863
C 3.031 -0.429 -0.346
C 3.888 -1.287 0.601
C 3.872 -0.011 -1.564
H 4.416 1.537 0.773
H 3.446 2.474 -0.380
H 3.049 2.487 1.347
H 0.998 1.696 1.336
H 1.070 2.673 -0.884
H 0.685 1.115 -1.653
H -1.256 0.139 -1.281
H -3.446 2.649 0.256
H -5.805 2.153 0.787
H -5.332 -1.782 -0.817
H -0.971 0.607 2.212
H -2.193 -1.498 2.609
H -1.509 -3.558 1.437
H 0.378 -3.508 -0.147
H 1.481 -0.878 -1.793
H 2.260 -2.294 -1.109
H 3.267 -1.670 1.406
H 4.333 -2.123 0.067
H 4.686 -0.693 1.037
H 4.811 0.442 -1.262
H 4.099 -0.888 -2.167
H 3.327 0.699 -2.184